No. 1
60
Properties=species:S:1:pos:R:3:forces:R:3:lowdin_charge:R:1 method="wB97M-V/def2-TZVPD" total_charge=0 e_lumo_ev=-0.192 energy_ev=-38567.5609 spin_multiplicity=1 e_homo_ev=-8.99 smiles="O=C(O)C[C@H]1CCC[C@@H]1C(=O)c1ccccc1O.CNC(=O)[C@@H]1CCCN1C(C)=O"
O -0.029555 -0.478999 3.852073 0.19 0.53 0.33 0.0592
O 0.449669 -0.359226 -5.534452 1.52 1.06 0.59 0.1022
O 1.008038 0.515541 -1.925875 -0.19 0.29 0.00 0.0610
O 0.814826 1.906760 6.476377 0.23 0.19 -0.42 0.0447
O 2.256260 0.853351 -4.847332 -0.68 -0.57 -0.30 0.1155
O -1.199586 1.721850 -1.394316 -0.35 -0.70 -0.15 0.0545
C -0.211450 0.288441 2.915652 -0.16 -1.36 0.29 -0.5048
C 1.562122 -0.300090 -5.040380 -1.31 -0.99 -0.39 -0.4892
C 0.451145 -0.579957 -1.989680 0.63 0.15 0.13 -0.2466
C 0.115724 2.077427 5.485340 1.18 -0.69 0.55 -0.4621
C -3.846334 -0.774718 -1.504840 0.65 0.37 -0.03 -0.0614
C -3.126955 -1.926133 -1.823975 0.54 -0.18 -0.15 -0.0775
C -3.170624 0.436884 -1.374168 -0.46 -0.41 0.01 -0.0106
C -1.740219 -1.867344 -2.003377 -0.68 0.29 0.20 -0.0133
C -1.789846 0.502522 -1.546971 0.70 0.72 0.03 -0.2607
C -1.033130 -0.654530 -1.849785 -0.03 -0.83 -0.24 -0.0786
N -1.212770 2.150103 5.651454 -1.27 0.52 -0.61 0.0426
N 0.117972 1.594448 2.963650 0.16 0.98 -0.02 -0.0176
C -0.844076 -0.266529 1.655677 0.04 0.46 0.18 0.0212
C -2.259997 2.426141 4.667230 0.47 -0.36 0.15 -0.0551
C 2.208975 -1.618819 -4.618321 0.03 0.35 0.26 -0.0620
C 0.059562 2.528529 1.846425 -0.03 0.08 -0.48 -0.1464
C 1.412823 -4.206872 -1.970940 -0.10 -0.44 -0.01 -0.1770
C 1.290524 -2.915102 -1.162797 -0.09 -0.10 0.46 -0.1365
C 1.931542 -3.798286 -3.344932 0.02 -0.26 -0.06 -0.1552
C 1.041023 3.645756 2.194359 -0.16 -0.23 0.28 -0.1468
C 1.424225 -1.763746 -2.174636 -0.67 0.17 0.22 -0.1897
C 1.376825 -2.394393 -3.573964 0.25 0.08 -0.42 -0.2711
C 0.999460 3.682234 3.721238 -0.08 -0.08 -0.30 -0.1175
C 0.799894 2.211027 4.106693 -0.13 -0.31 0.43 -0.1733
H 3.053278 0.666470 -4.336115 -0.06 0.00 -0.03 0.1099
H -0.252610 1.606322 -1.646586 -0.12 -0.04 0.10 0.0724
H -4.923920 -0.818514 -1.373079 0.18 0.03 0.00 0.1091
H -3.646517 -2.872750 -1.942568 0.13 0.13 0.00 0.1024
H -3.713913 1.346357 -1.141324 0.16 -0.03 -0.03 0.1212
H -1.230074 -2.788092 -2.266514 0.09 0.18 0.05 0.1036
H -1.504397 2.002512 6.605632 0.16 0.01 -0.06 0.1432
H -0.113333 -0.235324 0.852848 -0.05 0.06 -0.29 0.0719
H -1.715290 0.329349 1.392982 -0.04 0.05 -0.33 0.0833
H -1.148831 -1.297551 1.831238 0.12 0.16 0.11 0.0927
H -1.927599 3.172654 3.945901 -0.07 -0.03 0.01 0.0691
H -2.526130 1.506681 4.143139 -0.13 0.08 -0.15 0.0796
H -3.146937 2.807833 5.175189 0.15 -0.01 0.01 0.0864
H 2.315937 -2.231350 -5.517721 -0.07 0.14 0.01 0.1357
H 3.213450 -1.429227 -4.233160 0.10 -0.22 0.15 0.1187
H -0.951005 2.929339 1.757603 -0.13 0.01 -0.27 0.1204
H 0.359650 2.057314 0.909734 -0.33 -0.07 0.01 0.1103
H 2.080152 -4.926520 -1.485303 -0.25 0.02 -0.08 0.1124
H 0.427071 -4.671811 -2.074056 0.11 -0.07 0.02 0.1085
H 0.346628 -2.890684 -0.610886 0.17 0.08 0.01 0.1047
H 2.099084 -2.852710 -0.426113 -0.23 0.10 -0.06 0.1198
H 3.026707 -3.779828 -3.332383 -0.03 0.06 -0.10 0.1227
H 1.606371 -4.496162 -4.123582 0.19 0.12 0.03 0.1227
H 0.743874 4.597985 1.753678 0.17 -0.10 -0.10 0.1157
H 2.041737 3.364746 1.863493 0.00 0.13 -0.10 0.1169
H 2.433502 -1.363522 -2.029053 -0.29 0.38 -0.14 0.1501
H 0.341032 -2.477669 -3.922082 0.13 0.14 -0.07 0.1485
H 0.148621 4.281249 4.048793 0.07 0.09 0.13 0.1155
H 1.924854 4.081679 4.137452 -0.24 0.01 0.18 0.1245
H 1.782542 1.744954 4.187414 -0.09 -0.13 0.47 0.1602



No. 2
62
Properties=species:S:1:pos:R:3:forces:R:3:lowdin_charge:R:1 method="wB97M-V/def2-TZVPD" total_charge=0 e_lumo_ev="-1.327 / -0.721" energy_ev=-100588.0660 spin_multiplicity=1 e_homo_ev="-6.92 / -6.95"
O 4.355613 0.308078 -2.442478 1.89 -0.75 -0.73 -0.1116
C 4.920654 -0.651683 -3.425824 -0.42 -0.07 -0.31 -0.1389
C 6.375298 -0.401130 -3.033576 -0.62 0.27 0.33 -0.0861
H 4.706839 -0.341034 -4.461568 -0.30 -0.25 0.44 0.1185
H 4.601515 -1.686911 -3.221997 -0.24 0.47 -0.18 0.1150
C 5.736145 0.560473 -1.996946 1.31 -0.09 -0.08 -0.5733
H 6.988062 0.103305 -3.787833 -0.14 -0.21 0.16 0.1124
H 6.902383 -1.259472 -2.598294 -0.13 0.28 -0.19 0.1142
C 6.173385 1.985750 -2.221186 0.35 0.21 0.31 -0.0288
H 5.946794 2.320138 -3.230913 -0.23 0.08 0.01 0.0885
H 7.269891 2.066244 -2.101078 -0.43 -0.14 0.04 0.0986
H 5.718463 2.628907 -1.468715 -0.13 0.27 -0.17 0.0855
C 6.033261 0.113750 -0.582644 -0.22 0.19 0.35 -0.0364
H 5.845881 -0.958240 -0.443618 -0.12 0.33 -0.02 0.0824
H 5.452314 0.725533 0.122064 0.04 -0.36 0.01 0.0922
H 7.090472 0.271571 -0.343036 -0.08 0.09 -0.21 0.0959
Tl -1.706942 1.466184 -2.945300 -0.70 -0.32 0.51 0.5983
C -2.734676 -1.060408 2.956041 2.92 -0.26 1.06 -0.0973
C -3.345189 -1.566174 1.769917 1.04 -1.18 -2.13 -0.0637
C -2.341962 -2.210757 0.989861 -1.08 0.44 0.71 -0.1010
H -4.396742 -1.472776 1.504264 0.47 0.05 0.10 0.0735
C -1.124319 -2.196158 1.750237 -1.26 0.02 -0.18 -0.0765
C -1.357564 -1.429657 2.939210 -2.11 0.74 0.61 -0.1044
H -0.614155 -1.163556 3.686057 -0.21 -0.16 -0.14 0.0900
H -3.239198 -0.484575 3.728698 0.17 -0.22 -0.19 0.0941
H -2.494685 -2.612502 -0.017234 0.11 0.03 0.61 0.0807
H -0.213892 -2.733584 1.519633 -0.23 0.14 0.01 0.0997
C -3.254954 2.249395 1.764141 0.94 -0.13 1.02 -0.0952
C -2.140770 1.958344 2.606448 -2.61 0.34 -0.69 -0.0782
C -0.967539 1.949369 1.800924 0.67 0.48 -3.06 -0.0721
H -2.182921 1.758293 3.670544 0.01 0.07 -0.19 0.0999
C -1.350957 2.258920 0.468215 1.69 -0.40 1.74 -0.1471
C -2.754721 2.474385 0.455810 -0.64 -0.15 0.47 -0.1289
H -3.347255 2.756797 -0.417887 0.21 -0.11 0.44 0.0626
H -4.296229 2.282794 2.064155 0.24 0.04 -0.05 0.0863
H 0.043906 1.736989 2.130438 -0.23 0.00 -0.05 0.0945
H -0.676622 2.347053 -0.387641 -0.14 0.00 0.43 0.0369
O 0.798641 -0.849146 0.716107 0.32 0.41 -1.57 -0.1984
C 2.092283 -0.413185 1.119026 0.03 0.01 -0.36 -0.2015
C 3.051344 -1.372797 0.420658 -0.27 -0.47 -0.01 -0.1464
H 2.082833 -0.479146 2.205977 0.24 0.19 0.02 0.1218
H 2.304575 0.629718 0.774501 -0.24 -0.47 0.32 0.1306
C 2.382558 -1.509687 -0.965981 0.17 0.70 0.19 -0.1507
H 3.030279 -2.359174 0.913754 0.06 0.38 0.05 0.1199
H 4.083059 -1.012163 0.386769 -0.44 -0.12 -0.01 0.0656
C 0.888990 -1.262536 -0.678612 0.07 -0.25 0.24 -0.1596
H 2.578605 -2.472616 -1.427793 -0.06 -0.12 -0.04 0.1075
H 2.762930 -0.716676 -1.620430 -0.10 -0.37 0.19 0.0824
H 0.285154 -2.166581 -0.806331 -0.01 0.10 0.24 0.1125
H 0.483296 -0.531094 -1.410223 0.06 0.08 0.73 0.0904
Se -3.879498 0.013797 -1.772245 0.72 -0.27 -0.99 0.3798
C -5.383252 0.135229 -0.659625 -1.77 0.33 1.18 -0.6858
C -6.033734 -1.028523 -0.155717 0.79 0.43 -0.20 -0.1698
C -6.982398 -0.962371 0.862664 -0.21 0.47 -0.03 -0.1095
C -7.395704 0.280612 1.373679 0.19 0.00 -0.48 -0.0954
C -6.871271 1.445167 0.787399 -0.27 -0.25 0.08 -0.1076
C -5.917996 1.372264 -0.226374 0.51 -0.47 -0.03 -0.1570
H -5.706777 -2.004742 -0.512169 -0.03 0.19 0.05 0.0980
H -7.397415 -1.895667 1.256174 0.11 0.37 -0.13 0.1050
H -8.149271 0.342788 2.165958 0.37 -0.03 -0.30 0.0974
H -7.206415 2.435403 1.115908 0.07 -0.42 -0.08 0.1035
H -5.520400 2.287472 -0.661961 -0.12 -0.14 0.15 0.0870



The records above yield relative energy (zero: lowest compared OMol25 entry of this formula, charge and spin) values of 14.90 0.00 kcal per mole, respectively.